The following is a quantum chemistry calculation of a single C25H29NO3 molecule, from the Open Molecules 2025 dataset.

Computed properties:
Gap between HOMO and LUMO, eV: 8.874
F_max, eV/Å: 0.5
SMILES: COc1ccc(CNCC[C@H](c2ccc(OC)cc2)c2ccccc2OC)cc1
Molar mass, g/mol: 391.511
Relative energy (zero: lowest compared OMol25 entry of this formula, charge and spin), kcal/mol: 1.3
Total charge: 0
Energy, eV: -34027.4924

Each atom is followed by the atoms it is bonded to, with distances in Å.
Geometry (Å):
1 C 7.057 -1.152 -1.168  H2 1.095, O3 1.406, H57 1.095, H58 1.089
2 H 7.545 -0.178 -1.057  C1 1.095
3 O 6.174 -1.412 -0.105  C1 1.406, C4 1.366
4 C 5.133 -0.550 0.102  O3 1.366, C5 1.390, C9 1.395
5 C 4.841 0.554 -0.690  C4 1.390, C6 1.385, H56 1.079
6 C 3.750 1.351 -0.386  C5 1.385, C7 1.386, H55 1.079
7 C 2.931 1.071 0.697  C6 1.386, C8 1.390, C12 1.503
8 C 3.232 -0.033 1.486  C7 1.390, C9 1.379, H11 1.080
9 C 4.317 -0.834 1.197  C4 1.395, C8 1.379, H10 1.079
10 H 4.553 -1.693 1.803  C9 1.079
11 H 2.605 -0.273 2.332  C8 1.080
12 C 1.730 1.928 0.985  C7 1.503, N13 1.453, H53 1.099, H54 1.102
13 N 1.091 2.327 -0.258  C12 1.453, H14 1.014, C15 1.444
14 H 0.979 1.515 -0.856  N13 1.014
15 C -0.182 2.994 -0.117  N13 1.444, C16 1.542, H51 1.095, H52 1.095
16 C -1.350 2.169 0.459  C15 1.542, H17 1.092, H18 1.091, C19 1.539
17 H -2.249 2.781 0.364  C16 1.092
18 H -1.181 1.983 1.521  C16 1.091
19 C -1.561 0.838 -0.284  C16 1.539, C20 1.517, C35 1.513, H50 1.094
20 C -0.749 -0.290 0.325  C19 1.517, C21 1.386, C25 1.403
21 C -1.037 -0.741 1.603  C20 1.386, C22 1.384, H34 1.080
22 C -0.326 -1.777 2.183  C21 1.384, C23 1.381, H33 1.080
23 C 0.691 -2.384 1.473  C22 1.381, C24 1.384, H32 1.080
24 C 0.997 -1.955 0.193  C23 1.384, C25 1.388, H31 1.078
25 C 0.286 -0.914 -0.387  C20 1.403, C24 1.388, O26 1.372
26 O 0.543 -0.430 -1.645  C25 1.372, C27 1.406
27 C 1.614 -0.978 -2.373  O26 1.406, H28 1.095, H29 1.095, H30 1.089
28 H 2.563 -0.852 -1.843  C27 1.095
29 H 1.449 -2.038 -2.591  C27 1.095
30 H 1.646 -0.419 -3.308  C27 1.089
31 H 1.800 -2.437 -0.341  C24 1.078
32 H 1.256 -3.193 1.909  C23 1.080
33 H -0.569 -2.108 3.182  C22 1.080
34 H -1.842 -0.276 2.152  C21 1.080
35 C -3.005 0.390 -0.318  C19 1.513, C36 1.393, C40 1.385
36 C -3.435 -0.407 -1.375  C35 1.393, C37 1.377, H49 1.080
37 C -4.729 -0.875 -1.438  C36 1.377, C38 1.395, H48 1.079
38 C -5.643 -0.559 -0.432  C37 1.395, C39 1.388, O43 1.365
39 C -5.224 0.230 0.631  C38 1.388, C40 1.386, H42 1.079
40 C -3.918 0.692 0.680  C35 1.385, C39 1.386, H41 1.080
41 H -3.626 1.305 1.520  C40 1.080
42 H -5.900 0.494 1.429  C39 1.079
43 O -6.900 -1.067 -0.587  C38 1.365, C44 1.405
44 C -7.863 -0.779 0.396  O43 1.405, H45 1.095, H46 1.095, H47 1.089
45 H -7.570 -1.171 1.375  C44 1.095
46 H -8.048 0.298 0.476  C44 1.095
47 H -8.776 -1.276 0.070  C44 1.089
48 H -5.063 -1.489 -2.259  C37 1.079
49 H -2.739 -0.663 -2.161  C36 1.080
50 H -1.234 0.968 -1.320  C19 1.094
51 H -0.462 3.341 -1.117  C15 1.095
52 H -0.030 3.876 0.515  C15 1.095
53 H 2.042 2.846 1.502  C12 1.099
54 H 1.060 1.375 1.664  C12 1.102
55 H 3.519 2.204 -1.005  C6 1.079
56 H 5.451 0.805 -1.544  C5 1.079
57 H 6.547 -1.194 -2.136  C1 1.095
58 H 7.809 -1.937 -1.125  C1 1.089

Results of the natural (NBO) charge analysis, in e, for atoms 1 through 5: atom 1 (C): -0.25, atom 2 (H): 0.18, atom 3 (O): -0.50, atom 4 (C): 0.28, atom 5 (C): -0.33